# 1
The following is a quantum chemistry calculation of a structure of composition C36H49N14O6SV in a non-equilibrium geometry, from the OMol25 dataset.

```
! wB97M-V def2-TZVPD RIJCOSX def2/J DEFGRID3
* xyz 3 2
V -0.376 -1.250 0.968
C -4.190 2.004 3.823
C -3.497 1.395 4.866
C -2.438 0.556 4.597
C -2.067 0.307 3.265
C -2.769 0.920 2.221
C -3.821 1.766 2.505
N -1.042 -0.591 2.952
N -0.439 -1.139 3.893
C 0.498 -2.102 3.558
C 1.058 -2.837 4.591
C 1.997 -3.812 4.292
C 2.343 -4.013 2.966
C 1.727 -3.251 1.986
N 0.825 -2.310 2.263
H -5.019 2.662 4.048
H -3.795 1.571 5.891
H -1.887 0.076 5.393
H -2.463 0.736 1.202
H -4.366 2.239 1.699
H 0.736 -2.635 5.602
H 2.445 -4.404 5.079
H 3.076 -4.754 2.684
H 1.963 -3.420 0.945
N 2.383 0.504 2.684
C 1.531 1.676 2.611
C 2.282 3.021 2.501
C 3.152 3.235 1.249
C 2.405 3.521 -0.062
N 1.387 4.560 0.063
C 1.597 5.865 0.090
N 0.577 6.698 0.319
N 2.808 6.378 -0.125
C 0.411 1.517 1.556
O -0.320 2.444 1.288
O 0.230 0.306 1.056
H 2.699 0.358 3.636
H 3.230 0.618 2.130
H 0.946 1.716 3.539
H 2.937 3.069 3.371
H 1.555 3.829 2.597
H 3.789 2.360 1.086
H 3.818 4.072 1.470
H 1.888 2.629 -0.413
H 3.114 3.800 -0.844
H 0.483 4.200 0.349
H -0.353 6.360 0.490
H 0.719 7.693 0.333
H 3.599 5.788 -0.317
H 2.957 7.372 -0.153
N 5.931 -1.237 -1.009
C 4.817 -0.749 -0.448
O 4.814 -0.023 0.537
C 3.498 -1.106 -1.083
C 3.267 -1.293 -2.438
C 1.954 -1.395 -2.871
C 0.924 -1.322 -1.951
N 1.149 -1.257 -0.637
C 2.407 -1.131 -0.224
H 6.823 -1.001 -0.602
H 5.932 -1.851 -1.803
H 4.081 -1.320 -3.153
H 1.724 -1.509 -3.921
H -0.106 -1.270 -2.262
H 2.576 -1.009 0.836
C -1.552 2.959 -4.348
N -0.650 2.257 -3.447
C 0.586 1.788 -4.050
C -0.957 1.926 -2.175
C -2.278 2.441 -1.653
O -0.206 1.264 -1.449
H -0.965 3.448 -5.122
H -2.123 3.723 -3.827
H -2.249 2.271 -4.833
H 1.147 2.630 -4.459
H 0.379 1.084 -4.859
H 1.180 1.300 -3.287
H -3.104 2.050 -2.249
H -2.311 3.530 -1.693
H -2.386 2.124 -0.619
C -5.020 -0.940 -2.283
N -4.209 -1.322 -1.125
C -4.800 -1.914 -0.052
C -4.094 -2.368 1.009
C -2.699 -2.125 0.985
O -1.846 -2.479 1.847
N -2.144 -1.431 -0.036
C -2.825 -1.165 -1.184
O -2.270 -0.863 -2.239
H -5.547 -1.807 -2.678
H -4.366 -0.546 -3.052
H -5.749 -0.182 -2.000
H -5.874 -2.033 -0.113
H -4.555 -2.879 1.839
C 0.280 -6.546 -1.704
N -0.346 -5.451 -2.421
C -0.684 -5.456 -3.760
C -1.224 -4.254 -4.044
N -1.210 -3.523 -2.873
C -0.662 -4.254 -1.883
S -0.379 -3.854 -0.248
H 0.012 -7.490 -2.171
H -0.058 -6.541 -0.671
H 1.365 -6.442 -1.720
H -0.519 -6.312 -4.389
H -1.614 -3.860 -4.964
H -1.586 -2.585 -2.762
*
```

HOMO level (alpha / beta)   -14.5629 / -14.5857 eV
Lowest unoccupied orbital energy (alpha / beta)   -8.549 / -8.393 eV
⟨S²⟩   0.78
Energy relative to the best compared isomer or geometry (same formula, charge and spin)   44.4 kJ/mol

---

# 2
The following is a quantum chemistry calculation of a structure of composition C36H50F3N2NaO3SSi2Te in a non-equilibrium geometry, from the OMol25 dataset.

```
! wB97M-V def2-TZVPD RIJCOSX def2/J DEFGRID3
* xyz -2 1
Na 0.344 2.398 0.175
C -3.459 2.767 2.979
C -3.247 2.007 4.133
C -2.512 0.802 4.122
C -1.993 0.298 2.938
C -2.308 1.000 1.705
C -2.972 2.220 1.759
C -1.030 -0.865 2.923
C -0.981 -1.749 4.042
C 0.010 -2.649 4.231
C 0.926 -2.844 3.165
C 1.845 -3.901 3.148
C 2.621 -4.169 2.025
C 2.516 -3.346 0.886
C 1.729 -2.200 0.952
C 0.818 -1.956 2.005
N -0.188 -1.043 1.899
H -3.895 3.748 3.070
H -3.515 2.394 5.122
H -2.331 0.310 5.064
H -3.060 2.854 0.886
H -1.776 -1.743 4.793
H 0.106 -3.162 5.158
H 1.975 -4.543 4.022
H 3.341 -4.994 2.090
H 3.080 -3.606 -0.030
H 1.883 -1.435 0.171
C -1.772 -3.556 -4.233
Si -1.508 -3.186 -2.351
C 0.194 -3.844 -1.841
C -2.748 -4.168 -1.318
C -1.522 -1.291 -2.135
Te -2.164 -0.186 -0.198
C -3.507 1.148 -1.182
Si -5.320 0.609 -0.963
C -5.536 -1.081 -1.780
C -6.528 1.945 -1.614
C -5.737 0.507 0.891
H -1.711 -4.629 -4.465
H -0.996 -3.125 -4.868
H -2.774 -3.230 -4.575
H 0.400 -4.633 -2.538
H 0.164 -4.212 -0.787
H 0.991 -3.108 -1.943
H -2.862 -5.168 -1.709
H -3.770 -3.759 -1.328
H -2.422 -4.265 -0.275
H -2.285 -0.861 -2.798
H -0.534 -0.882 -2.398
H -3.212 1.187 -2.237
H -3.284 2.134 -0.752
H -5.341 -1.073 -2.845
H -6.516 -1.511 -1.595
H -4.789 -1.704 -1.308
H -6.348 2.038 -2.694
H -6.325 2.888 -1.139
H -7.565 1.737 -1.476
H -5.098 -0.183 1.424
H -6.764 0.250 1.044
H -5.560 1.485 1.347
C 4.454 0.951 3.149
C 4.430 0.571 1.675
C 5.390 -0.197 1.032
C 5.408 -0.422 -0.368
C 6.462 -1.310 -1.041
C 4.418 0.172 -1.148
C 3.328 0.920 -0.553
C 3.421 1.079 0.874
N 2.302 1.406 -1.253
C 2.265 1.542 -2.717
C 3.495 2.364 -3.186
C 2.205 0.131 -3.369
C 0.979 2.344 -3.087
H 5.401 1.373 3.492
H 4.138 0.154 3.821
H 3.659 1.721 3.234
H 6.206 -0.637 1.630
H 7.240 -1.576 -0.309
H 6.951 -0.779 -1.850
H 6.009 -2.245 -1.408
H 4.442 0.044 -2.226
H 2.665 1.724 1.307
H 4.441 1.855 -3.012
H 3.542 3.327 -2.671
H 3.426 2.562 -4.270
H 3.179 -0.234 -3.575
H 1.628 0.133 -4.317
H 1.693 -0.579 -2.690
H 1.078 3.272 -2.595
H 0.066 1.777 -2.750
H 0.894 2.522 -4.167
F -0.584 5.928 1.847
C 0.792 6.096 2.023
F 1.000 6.316 3.367
F 1.153 7.215 1.362
S 1.687 4.638 1.332
O 1.352 4.719 -0.094
O 3.079 4.803 1.675
O 1.130 3.455 2.040
*
```

HOMO level   -0.6045 eV
Lowest unoccupied orbital energy   3.722 eV

---

# 3
The following is a quantum chemistry calculation of a structure of composition C36H50FN9O4SSiTa, from the OMol25 dataset.

```
! wB97M-V def2-TZVPD RIJCOSX def2/J DEFGRID3
* xyz 3 1
Ta 0.428 -0.010 -0.604
C 3.903 -0.909 -6.059
C 3.112 0.339 -5.709
N 1.871 0.024 -4.990
C 1.773 0.027 -3.655
S 0.298 -0.610 -2.978
N 2.723 0.502 -2.916
N 2.455 0.344 -1.565
C 3.502 0.521 -0.821
C 4.844 0.936 -1.302
C 3.312 0.166 0.588
C 4.299 0.258 1.547
C 4.022 -0.189 2.832
C 2.775 -0.721 3.100
C 1.833 -0.764 2.090
N 2.090 -0.330 0.846
H 4.840 -0.636 -6.545
H 4.140 -1.481 -5.161
H 3.351 -1.554 -6.743
H 3.688 1.004 -5.071
H 2.835 0.901 -6.600
H 1.153 -0.474 -5.491
H 4.891 0.951 -2.382
H 5.064 1.939 -0.924
H 5.605 0.263 -0.907
H 5.270 0.660 1.298
H 4.775 -0.129 3.607
H 2.520 -1.097 4.081
H 0.851 -1.162 2.276
C -2.312 1.173 2.508
C -2.066 -0.241 2.091
C -2.785 -1.257 2.708
C -2.587 -2.577 2.346
C -1.653 -2.894 1.374
C -0.943 -1.841 0.829
N -1.142 -0.548 1.156
N 0.074 -1.899 -0.125
Si 0.755 -3.484 -0.729
C 1.123 -4.536 0.763
C -0.494 -4.190 -1.892
C 2.370 -3.119 -1.566
H -3.298 1.261 2.958
H -2.264 1.869 1.676
H -1.587 1.473 3.270
H -3.505 -0.996 3.470
H -3.162 -3.363 2.820
H -1.488 -3.913 1.059
H 0.581 -5.484 0.735
H 0.881 -4.055 1.712
H 2.189 -4.772 0.776
H -1.397 -4.536 -1.385
H -0.071 -5.045 -2.426
H -0.781 -3.439 -2.631
H 3.056 -2.592 -0.895
H 2.284 -2.561 -2.497
H 2.838 -4.080 -1.801
C -3.922 4.752 -5.119
C -4.540 4.209 -3.846
N -3.777 3.068 -3.288
C -2.824 3.329 -2.387
C -2.076 2.357 -1.788
C -1.098 2.608 -0.704
O -1.294 3.253 0.286
O 0.005 1.864 -0.925
C -2.319 0.983 -2.057
O -1.752 0.043 -1.426
C -3.312 0.708 -3.069
C -3.576 -0.611 -3.467
C -4.508 -0.865 -4.422
F -4.763 -2.144 -4.743
C -5.243 0.163 -5.061
C -4.960 1.465 -4.684
C -4.021 1.754 -3.680
N -6.219 -0.097 -6.032
C -6.316 -1.384 -6.725
C -7.322 -1.262 -7.870
N -7.270 0.133 -8.430
C -7.774 1.153 -7.422
C -7.482 0.628 -6.019
H -4.513 5.589 -5.489
H -3.875 3.991 -5.900
H -2.909 5.112 -4.939
H -5.567 3.881 -3.989
H -4.574 4.965 -3.063
H -2.699 4.372 -2.124
H -3.062 -1.431 -2.982
H -5.469 2.271 -5.188
H -6.651 -2.203 -6.085
H -5.335 -1.649 -7.117
H -8.350 -1.418 -7.552
H -7.099 -1.965 -8.669
H -7.815 0.192 -9.291
H -6.306 0.356 -8.677
H -8.838 1.293 -7.600
H -7.251 2.082 -7.638
H -8.291 -0.027 -5.678
H -7.453 1.462 -5.324
C 1.537 2.830 1.688
O 0.668 1.683 1.666
H 1.770 3.105 2.716
H 1.074 3.672 1.177
H 2.459 2.570 1.172
H -0.227 2.027 1.785
*
```

HOMO level   -14.9036 eV
Lowest unoccupied orbital energy   -7.893 eV
Energy relative to the best compared isomer or geometry (same formula, charge and spin)   80.2 kJ/mol

---

Number 1: energy -107779.695 eV. Number 2: energy -93720.782 eV. Number 3: energy -82710.523 eV.